{"formula": "C32H46AuN2O4PS", "method": "ωB97M-V/def2-TZVPD", "mol_weight_g_mol": 782.7, "orbital_gap_ev": 5.9, "energy_ev": -68915.2544, "relative_energy_ev": 0.9216, "multiplicity": 1, "elements": ["Au", "S", "P", "O", "O", "O", "O", "N", "N", "C", "C", "C", "C", "C", "C", "C", "C", "C", "C", "C", "C", "C", "C", "C", "C", "C", "C", "C", "C", "C", "C", "C", "C", "C", "C", "C", "C", "C", "C", "C", "C", "H", "H", "H", "H", "H", "H", "H", "H", "H", "H", "H", "H", "H", "H", "H", "H", "H", "H", "H", "H", "H", "H", "H", "H", "H", "H", "H", "H", "H", "H", "H", "H", "H", "H", "H", "H", "H", "H", "H", "H", "H", "H", "H", "H", "H", "H"], "positions_angstrom": [[-0.427, 0.180, -0.683], [-6.618, 6.583, 1.356], [-1.660, -1.689, 0.121], [-4.858, 7.676, -0.302], [2.773, 2.864, -1.287], [1.934, -0.086, -4.338], [0.606, -0.758, -2.600], [0.855, 1.652, -1.543], [1.722, 0.142, 0.530], [-0.651, -3.458, -1.812], [-2.262, -5.390, -0.780], [-4.989, -0.973, -2.283], [0.854, 1.623, -2.957], [-5.673, 5.157, 0.862], [-5.845, -1.475, 0.030], [1.949, 1.598, 0.582], [-4.686, 3.802, -0.852], [-5.978, 9.239, 1.139], [-3.899, 3.159, 0.102], [-4.954, 4.470, 1.833], [-0.139, -4.868, -2.092], [-3.547, -1.376, -1.931], [-1.223, -5.920, -1.778], [-0.878, -3.310, -0.298], [-1.750, -1.679, 1.975], [-2.879, 2.218, -0.248], [-5.574, 4.796, -0.474], [-1.972, 1.457, -0.478], [-1.603, -4.536, 0.302], [-2.092, -0.265, 2.520], [-4.078, 3.471, 1.455], [-5.991, -1.788, -1.470], [-0.211, -0.310, 4.223], [1.199, 0.045, -3.376], [1.906, 2.129, -0.843], [-5.658, 7.892, 0.560], [-0.352, -1.831, 4.049], [-3.417, -1.815, -0.453], [-0.858, 0.454, 3.059], [-4.422, -1.014, 0.382], [-0.432, -2.201, 2.571], [-5.158, -1.127, -3.349], [-2.834, -0.351, 3.317], [-6.549, -0.694, 0.322], [-1.135, 1.458, 3.384], [-6.987, 9.266, 1.546], [0.748, -5.043, -1.477], [-0.872, -5.155, 0.828], [-4.584, 3.541, -1.897], [2.419, -0.304, -0.061], [1.136, 2.055, 1.151], [-2.782, -6.227, -0.311], [-1.574, -3.298, -2.370], [0.414, -1.762, 2.034], [-6.171, 5.305, -1.216], [-3.015, -4.801, -1.310], [-0.371, -3.283, 2.449], [-5.073, 4.739, 2.875], [-1.262, -2.183, 4.542], [0.065, -2.708, -2.151], [-5.839, 10.019, 0.393], [-7.009, -1.579, -1.798], [2.902, 1.875, 1.033], [0.115, -3.221, 0.155], [0.486, -2.347, 4.520], [-2.553, -2.365, 2.256], [-0.678, -0.011, 5.164], [-5.276, 9.418, 1.956], [0.846, -0.038, 4.290], [-6.091, -2.365, 0.614], [-3.495, 2.943, 2.198], [1.807, -0.259, 1.458], [-2.884, -0.528, -2.117], [-3.234, -2.183, -2.594], [0.178, -4.947, -3.131], [-0.751, -6.817, -1.369], [-3.665, -2.877, -0.354], [-4.295, 0.047, 0.157], [-0.142, 1.741, -3.391], [-2.352, -4.234, 1.039], [1.616, 2.233, -3.426], [-0.154, 0.575, 2.235], [-5.811, -2.852, -1.651], [-4.269, -1.147, 1.451], [-5.145, 0.090, -2.083], [-2.524, 0.352, 1.733], [-1.731, -6.218, -2.697]], "atomic_forces_ev_per_a": [[1.0, 0.8, -1.5], [0.0, -0.2, 0.0], [-0.6, 0.0, 0.4], [0.0, 0.2, 0.1], [0.0, 0.0, 0.1], [-0.3, -1.2, 0.2], [-0.2, -1.7, 1.0], [-1.1, 0.0, 1.6], [-0.1, -0.3, 0.0], [0.2, -0.1, 0.0], [0.1, -0.1, 0.0], [-0.1, -0.1, 0.1], [0.3, -2.8, -1.4], [-0.1, 0.3, 0.0], [0.1, 0.0, -0.1], [0.0, 0.2, 0.0], [0.0, 0.0, -0.1], [0.0, 0.1, 0.0], [-0.1, 0.1, 0.2], [0.0, 0.0, -0.1], [-0.2, 0.0, 0.0], [-0.1, 0.0, -0.1], [0.1, 0.1, 0.0], [0.2, 0.5, -0.2], [0.3, 0.3, -0.2], [0.1, -0.1, -0.2], [0.0, -0.1, 0.0], [0.6, -0.7, 0.2], [-0.2, 0.1, 0.0], [0.1, 0.1, 0.0], [0.0, 0.0, 0.0], [0.0, 0.1, 0.0], [-0.1, 0.0, -0.1], [0.2, 4.2, -0.1], [-0.3, -0.1, -0.1], [0.0, -0.3, -0.1], [0.1, 0.1, -0.1], [0.3, 0.4, -0.2], [-0.1, -0.1, 0.1], [-0.1, -0.1, 0.0], [-0.2, -0.1, 0.1], [0.0, 0.1, 0.0], [0.0, 0.0, 0.0], [0.0, 0.0, 0.0], [0.0, 0.0, -0.1], [0.0, 0.0, 0.0], [0.0, 0.0, 0.0], [0.0, 0.0, 0.1], [0.1, 0.0, 0.0], [0.0, 0.0, 0.0], [0.1, 0.0, 0.1], [-0.1, 0.0, 0.0], [0.0, 0.0, 0.0], [0.1, -0.1, 0.0], [0.0, 0.1, 0.0], [0.0, 0.0, 0.0], [0.0, 0.0, 0.0], [0.1, 0.0, 0.0], [0.0, 0.0, 0.0], [-0.1, 0.0, -0.1], [0.0, -0.1, 0.0], [0.0, -0.1, 0.0], [0.0, -0.1, -0.1], [0.0, -0.1, 0.0], [0.0, 0.0, 0.0], [0.0, -0.1, -0.1], [0.1, 0.0, 0.0], [0.0, 0.0, 0.0], [0.0, 0.0, 0.1], [0.0, 0.0, 0.0], [0.0, 0.0, 0.0], [0.0, -0.1, 0.0], [0.0, -0.1, -0.1], [0.0, 0.0, 0.0], [0.0, 0.0, 0.0], [0.0, 0.0, 0.0], [0.1, 0.0, 0.0], [0.0, 0.0, 0.1], [0.0, 0.6, 0.1], [0.0, -0.1, 0.1], [-0.1, 0.4, 0.2], [0.0, 0.0, 0.0], [0.0, 0.0, 0.0], [0.0, 0.0, 0.0], [0.0, 0.0, 0.0], [-0.1, 0.0, 0.1], [0.0, 0.0, 0.0]], "lowdin_charge": [1.079, 0.999, 1.050, 0.048, 0.049, 0.028, -0.156, -0.101, -0.018, -0.208, -0.199, -0.185, -0.133, -0.533, -0.178, -0.171, -0.015, -0.078, -0.246, -0.093, -0.177, -0.195, -0.185, -0.408, -0.404, -0.121, -0.084, -0.141, -0.193, -0.213, -0.026, -0.196, -0.182, -0.638, -0.554, -0.733, -0.183, -0.388, -0.199, -0.199, -0.215, 0.113, 0.124, 0.112, 0.115, 0.066, 0.114, 0.121, 0.120, 0.105, 0.105, 0.113, 0.098, 0.088, 0.114, 0.100, 0.105, 0.104, 0.117, 0.079, 0.088, 0.108, 0.120, 0.106, 0.111, 0.113, 0.109, 0.093, 0.107, 0.109, 0.109, 0.066, 0.078, 0.099, 0.114, 0.106, 0.108, 0.094, 0.103, 0.096, 0.109, 0.058, 0.110, 0.094, 0.111, 0.053, 0.108]}